# C5H16N3

A 2-piece molecular cluster, C5H16N3 overall (wB97M-V/def2-TZVPD, the OMol25 dataset).

XYZ file:
```
24
Properties=species:S:1:pos:R:3:forces:R:3
C 1.30841 1.19777 -0.32142 -0.914 0.429 -1.135
C -1.03090 0.92641 1.49141 1.531 -0.090 1.135
C -0.24794 -1.40403 2.08625 0.534 1.348 1.290
C -0.58603 -0.51010 -1.60435 2.153 -0.466 1.413
C 0.77377 -0.07079 0.27417 -0.676 -2.162 -0.085
N -0.83463 0.65782 -2.43288 -0.045 0.175 -0.871
N 1.56409 -1.19752 0.16910 1.181 2.462 -1.036
N -0.06865 -0.12847 1.34421 0.479 -0.984 -1.052
H 0.43656 1.85001 -0.60394 0.864 -0.489 -0.032
H 2.05617 1.09637 -1.17678 -1.235 -0.255 1.104
H 1.76552 1.80765 0.41023 0.873 0.507 1.071
H -1.79654 0.87804 0.71890 -0.016 0.505 -0.234
H -1.46155 0.72008 2.46671 -0.388 0.696 -0.003
H -0.32940 1.79025 1.55824 -1.684 0.291 -0.231
H 0.74155 -1.58106 2.60886 -1.460 -0.077 -0.159
H -1.13537 -1.27888 2.75707 1.228 0.118 -0.122
H -0.52723 -2.28454 1.55055 0.024 -0.500 -1.143
H 0.19749 -1.10638 -2.07105 -0.479 -0.097 0.018
H -1.37977 -1.04662 -1.12578 -0.757 0.075 -0.544
H -0.15647 1.39381 -2.12053 -0.231 -0.525 -1.125
H -1.72098 1.08148 -2.17312 -0.446 -0.120 -0.538
H 2.05800 -1.15503 -0.71457 0.187 -0.637 0.380
H 1.15530 -2.05875 0.38967 -0.512 -1.256 0.147
H -0.78142 0.42248 -3.48096 -0.212 1.051 1.751
```
Forces are in eV/Å.

Values from the calculation:
Charge: +1
Molecular weight in g mol⁻¹: 118.20
ΔE to the lowest compared entry with this formula, charge and spin in kcal/mol: 97.0
Orbital gap in eV: 7.975


# C7H9NO

A 2-piece molecular cluster, C7H9NO overall (wB97M-V/def2-TZVPD, the OMol25 dataset).

XYZ file:
```
18
Properties=species:S:1:pos:R:3:forces:R:3
C -1.28677 -1.13858 0.94220 -0.942 1.508 -0.048
C 2.86579 -0.60975 -0.39191 3.242 1.277 -0.870
C 1.72339 -0.08394 0.40720 -0.082 -2.391 -0.079
C 1.07452 1.00971 0.27690 -0.768 2.027 -0.806
C -1.43444 0.02154 -1.14897 1.785 -0.898 -2.744
C -2.34795 1.05221 0.93081 -0.904 -0.292 0.348
C -1.72455 0.06388 0.27254 -0.496 0.591 1.957
N -0.95137 -2.09369 1.46022 0.534 -1.418 0.678
O 0.47183 1.99787 0.09925 0.615 -0.285 0.370
H 2.97185 -1.74568 -0.52238 -0.799 1.830 0.066
H 3.01013 -0.01126 -1.40401 -0.352 -1.562 1.905
H 1.23057 -0.84295 0.98386 -0.246 0.061 0.701
H -0.53636 -0.75916 -1.27194 -1.840 1.960 -0.194
H -1.13663 1.05407 -1.61558 -0.857 -2.112 0.818
H -2.32564 -0.48753 -1.61794 0.956 0.805 -0.118
H -2.75165 1.90464 0.34487 0.570 -0.523 0.572
H -2.64371 0.98510 2.01507 0.588 0.059 -1.333
H 3.79100 -0.31649 0.23980 -1.003 -0.635 -1.222
```
Forces are in eV/Å.

Values from the calculation:
Molecular weight in g mol⁻¹: 123.15
ΔE to the lowest compared entry with this formula, charge and spin in kcal/mol: 79.5
SMILES: C=C(C)C#N.CC=C=O
Orbital gap in eV: 9.198


# H10O9SV

H10O9SV as an isolated structure (wB97M-V/def2-TZVPD, the OMol25 dataset).

XYZ file:
```
21
Properties=species:S:1:pos:R:3:forces:R:3
V 0.15916 -0.48666 -0.12769 0.072 1.751 0.910
S -0.00320 2.65221 1.14196 -0.024 9.234 3.106
O -1.09885 2.83724 2.09606 -1.039 -1.327 0.112
O 1.24809 2.94955 1.84338 1.042 -0.863 -0.256
O 0.03323 1.31476 0.67059 0.124 -7.327 -2.579
O -0.19290 3.60046 0.02628 0.128 -1.144 -0.749
O 1.00619 -1.72877 1.55392 -2.108 -0.564 -0.914
H 1.79086 -1.69255 2.06179 1.305 0.326 0.822
H 0.39510 -2.34230 2.00181 0.533 0.408 -0.159
O -0.19961 -2.26210 -1.30029 -0.994 -1.094 -0.925
H -0.36147 -2.15664 -2.26369 0.363 -0.030 0.820
H -0.89343 -2.90628 -1.02870 0.724 0.567 -0.004
O 2.24345 -0.06191 -0.74345 -0.625 -1.053 -0.553
H 2.24704 -0.01323 -1.70137 0.261 0.070 -0.216
H 2.80541 0.65002 -0.45470 0.052 0.870 0.626
O -1.85046 -0.78035 0.82872 -0.122 0.068 0.183
H -1.68671 -0.55005 1.77725 -0.369 0.382 -1.064
H -2.50301 -0.12941 0.47864 0.756 -0.256 0.792
O -0.87186 0.45337 -1.92857 -1.319 -1.588 0.196
H -1.66485 -0.09835 -2.14287 0.720 0.808 0.370
H -0.60217 0.75099 -2.78904 0.519 0.762 -0.519
```
Forces are in eV/Å.

Values from the calculation:
Molecular weight in g mol⁻¹: 237.08
2S+1: 4
<S²>: 3.753
Orbital gap (alpha / beta) in eV: 4.066 / 4.044


Computed values of strongest force on any atom (unit: eV/A) for the preceding records, in sequence: 2.92, 3.59, 9.74.